# 1
A molecular structure, BeH8O4 in a non-equilibrium geometry. Source: OMol25; level of theory: ωB97M-V/def2-TZVPD.

```
13
BeH8O4 | OMol25 | ωB97M-V/def2-TZVPD
Be -13.73700 -16.64100 -12.00500
O -13.81000 -17.18600 -10.46600
H -12.96500 -17.43900 -10.02500
H -14.41400 -17.28300 -9.71100
O -14.68200 -15.26900 -12.29700
H -15.63500 -15.08100 -12.45600
H -14.20200 -14.49000 -12.49200
O -12.16600 -16.29600 -12.29300
H -11.42400 -16.86700 -12.08000
H -11.77000 -15.55000 -12.75600
O -14.29000 -17.69300 -13.11300
H -14.92200 -17.40600 -13.80800
H -14.49700 -18.66300 -13.00400
```

Calculated values
spin multiplicity	1
relative energy (zero: lowest compared OMol25 entry of this formula, charge and spin)	23.20	kJ/mol
frontier orbital gap	0.5431	Eh
F_max	0.03849	Eh/bohr
E_HOMO	-22.89	eV
total charge	+2

=====

# 2
A single Br2 molecule in a non-equilibrium geometry. Source: OMol25; level of theory: ωB97M-V/def2-TZVPD.

```
2
Br2 | OMol25 | ωB97M-V/def2-TZVPD
Br -1.19877 0.00000 0.00000
Br 1.19877 0.00000 0.00000
```

Calculated values
spin multiplicity	1
relative energy (zero: lowest compared OMol25 entry of this formula, charge and spin)	8.98	kJ/mol
SMILES	BrBr
frontier orbital gap	0.3072	Eh
F_max	0.03108	Eh/bohr
E_HOMO	-10.54	eV

=====

# 3
A molecular structure, Br2Cu in a non-equilibrium geometry. Source: OMol25; level of theory: ωB97M-V/def2-TZVPD.

```
3
Br2Cu | OMol25 | ωB97M-V/def2-TZVPD
Cu -0.23887 -0.16953 1.02054
Br 1.05616 -1.86895 -0.42162
Br -0.81729 2.03849 -0.59892
```

Calculated values
spin multiplicity	1
relative energy (zero: lowest compared OMol25 entry of this formula, charge and spin)	33.68	kJ/mol
frontier orbital gap	0.2758	Eh
F_max	0.04062	Eh/bohr
E_HOMO	-4.69	eV
total charge	-1

=====

# 4
A single Br2FH2PSi molecule in a non-equilibrium geometry. Source: OMol25; level of theory: ωB97M-V/def2-TZVPD.

```
7
Br2FH2PSi | OMol25 | ωB97M-V/def2-TZVPD
F -0.13621 1.30421 -1.41158
Si -1.26159 -1.12220 -0.24545
P 0.35086 0.72353 0.08716
Br -0.89447 -1.84421 1.95216
Br 0.52817 -2.21977 -1.17591
H -0.27283 1.79951 0.54413
H 1.68607 1.35893 0.24948
```

Calculated values
spin multiplicity	1
relative energy (zero: lowest compared OMol25 entry of this formula, charge and spin)	295.28	kJ/mol
SMILES	F[PH2]=[Si](Br)Br
frontier orbital gap	0.2926	Eh
F_max	0.05476	Eh/bohr
E_HOMO	-9.24	eV

=====

# 5
2 unconnected molecules or ions with the total composition Br2H2O2Si in a non-equilibrium geometry. Source: OMol25; level of theory: ωB97M-V/def2-TZVPD.

```
7
Br2H2O2Si | OMol25 | ωB97M-V/def2-TZVPD
O -0.48621 0.62917 1.82748
O -0.97038 -0.46328 -2.00318
Si 0.42852 -0.40741 -1.45271
Br 2.10406 1.08139 -1.67426
Br 0.99390 -2.03446 -0.07488
H -0.81840 0.63808 0.94670
H -1.25149 0.55651 2.43086
```

Calculated values
spin multiplicity	1
relative energy (zero: lowest compared OMol25 entry of this formula, charge and spin)	311.80	kJ/mol
SMILES	O=[Si](Br)Br.O
frontier orbital gap	0.3700	Eh
F_max	0.03043	Eh/bohr
E_HOMO	-11.07	eV

=====

# 6
A single Br2HPS molecule in a non-equilibrium geometry. Source: OMol25; level of theory: ωB97M-V/def2-TZVPD.

```
5
Br2HPS | OMol25 | ωB97M-V/def2-TZVPD
P 2.65647 0.00287 -0.96105
S 0.57231 -1.13693 0.17627
Br 4.16175 -1.10496 0.29845
Br 2.71666 1.94650 -0.00298
H 1.49702 -2.12186 0.49530
```

Calculated values
spin multiplicity	1
relative energy (zero: lowest compared OMol25 entry of this formula, charge and spin)	53.12	kJ/mol
SMILES	SP(Br)Br
frontier orbital gap	0.2997	Eh
F_max	0.06011	Eh/bohr
E_HOMO	-9.49	eV

=====

# 7
A single Br2O2S molecule in a non-equilibrium geometry. Source: OMol25; level of theory: ωB97M-V/def2-TZVPD.

```
5
Br2O2S | OMol25 | ωB97M-V/def2-TZVPD
O 0.31309 -1.01328 1.61955
O 1.15229 1.09561 -0.03592
S 0.21828 0.09386 0.08136
Br -1.78080 1.08330 0.00539
Br 0.09713 -1.25950 -1.67038
```

Calculated values
spin multiplicity	1
relative energy (zero: lowest compared OMol25 entry of this formula, charge and spin)	312.90	kJ/mol
SMILES	O=S(=O)(Br)Br
frontier orbital gap	0.2990	Eh
F_max	0.18072	Eh/bohr
E_HOMO	-10.87	eV

=====

# 8
2 unconnected molecules or ions with the total composition Br3H3Si2 in a non-equilibrium geometry. Source: OMol25; level of theory: ωB97M-V/def2-TZVPD.

```
8
Br3H3Si2 | OMol25 | ωB97M-V/def2-TZVPD
Si -1.14027 -0.00480 0.30228
Si 1.03528 -0.18952 -0.73511
Br -2.73844 -1.04851 -0.77024
Br 1.97698 -1.91784 0.26048
Br 2.01449 1.75868 0.01600
H -1.54542 2.16272 1.45714
H -1.36173 -0.57761 1.59766
H 1.75911 -0.18313 -2.12820
```

Calculated values
spin multiplicity	1
relative energy (zero: lowest compared OMol25 entry of this formula, charge and spin)	339.00	kJ/mol
frontier orbital gap (spin up / spin down)	0.2991 / 0.2773	Eh
F_max	0.04871	Eh/bohr
E_HOMO (spin up / spin down)	-9.79 / -8.96	eV

=====

# 9
A single Br3OP molecule in a non-equilibrium geometry. Source: OMol25; level of theory: ωB97M-V/def2-TZVPD.

```
5
Br3OP | OMol25 | ωB97M-V/def2-TZVPD
O -0.02460 1.17688 -3.24531
P 0.71482 0.59000 0.34055
Br -0.37549 2.33823 0.78230
Br 1.11353 1.36137 -2.03640
Br 2.71069 0.95579 1.15134
```

Calculated values
spin multiplicity	1
relative energy (zero: lowest compared OMol25 entry of this formula, charge and spin)	426.10	kJ/mol
frontier orbital gap	0.2760	Eh
F_max	0.03628	Eh/bohr
E_HOMO	-9.16	eV

=====

# 10
A molecular structure, Br4Co in a non-equilibrium geometry. Source: OMol25; level of theory: ωB97M-V/def2-TZVPD.

```
5
Br4Co | OMol25 | ωB97M-V/def2-TZVPD
Co 3.74093 4.45240 4.67094
Br 3.89941 4.78772 1.87474
Br 4.96104 2.17991 4.79642
Br 4.92489 6.53972 5.45656
Br 1.65368 3.62306 5.62420
```

Calculated values
spin multiplicity	4
relative energy (zero: lowest compared OMol25 entry of this formula, charge and spin)	34.56	kJ/mol
frontier orbital gap (spin up / spin down)	0.2805 / 0.2805	Eh
F_max	0.02352	Eh/bohr
E_HOMO (spin up / spin down)	-1.84 / -1.84	eV
total charge	-2

=====

# 11
A single Br6HNSi2 molecule in a non-equilibrium geometry. Source: OMol25; level of theory: ωB97M-V/def2-TZVPD.

```
10
Br6HNSi2 | OMol25 | ωB97M-V/def2-TZVPD
N 0.02918 -0.62108 0.03595
Si 1.57297 0.05077 -0.15443
Si -1.63136 -0.01030 -0.01493
Br 2.96151 -1.38430 0.83152
Br 1.51921 1.83970 0.99945
Br 2.12649 0.54044 -2.24348
Br -1.39022 1.85165 -1.18648
Br -2.39364 0.51762 1.99009
Br -2.98749 -1.41681 -1.06127
H 0.19336 -1.36768 0.80359
```

Calculated values
spin multiplicity	1
relative energy (zero: lowest compared OMol25 entry of this formula, charge and spin)	0.00	kJ/mol
SMILES	Br[Si](Br)(Br)N[Si](Br)(Br)Br
frontier orbital gap	0.3843	Eh
F_max	0.05959	Eh/bohr
E_HOMO	-10.53	eV

=====

# 12
A single Br6Si3 molecule in a non-equilibrium geometry. Source: OMol25; level of theory: ωB97M-V/def2-TZVPD.

```
9
Br6Si3 | OMol25 | ωB97M-V/def2-TZVPD
Si -1.37382 -0.12883 0.03430
Si 0.80712 -1.11341 0.04131
Si 0.66293 1.26195 0.03979
Br -2.75848 -0.37528 1.73211
Br -2.83386 -0.32561 -1.81169
Br 1.66661 -2.22628 1.74696
Br 1.65891 -2.33592 -1.79742
Br 1.08313 2.60439 -1.76449
Br 1.08746 2.63899 1.77914
```

Calculated values
spin multiplicity	1
relative energy (zero: lowest compared OMol25 entry of this formula, charge and spin)	0.00	kJ/mol
SMILES	Br[Si]1(Br)[Si](Br)(Br)[Si]1(Br)Br
frontier orbital gap	0.2748	Eh
F_max	0.03822	Eh/bohr
E_HOMO	-9.42	eV

=====

- Which value of F_max does entry 5 give?
  0.03043 Eh/bohr

=====

- Which value of F_max does entry 5 give?
  0.03043 Eh/bohr

=====

- Which of these has the highest F_max?
  Br2O2S